Record 1
Below is a 7-piece molecular cluster, C27H36N3O12 overall, with properties calculated with wB97M-V/def2-TZVPD.

As for the gap between HOMO and LUMO: 7.17 eV. The energy above the lowest of the compared OMol25 structures with the same formula, charge and spin is 0.331 eV. The value obtained for the HOMO energy is -11.5290 eV. The LUMO energy is -4.363 eV.

The geometry in ORCA input format:
```
! RIJCOSX wB97M-V def2-TZVPD def2/J DEFGRID3
* xyz 1 1
C 2.23604 4.86179 2.44151
C 2.58428 4.12398 1.07647
O 2.53011 4.69316 -0.08165
N 2.59686 2.65245 1.13227
H 2.91752 2.32771 1.94390
H 1.57634 2.20345 1.07489
C 3.15834 2.09077 -0.06320
H 1.61473 5.70536 2.16986
H 3.13086 5.25392 2.84968
H 1.63520 4.28621 3.20775
H 2.70209 2.44198 -1.02395
H 3.15777 1.12885 -0.04126
H 4.14480 2.32708 -0.00872
C 4.17235 -2.47757 2.50918
C 2.86708 -2.58232 3.29387
O 2.43996 -3.53716 3.69225
N 2.30821 -1.18681 3.84673
H 2.67891 -0.41055 3.57448
H 1.61039 -1.25827 3.09706
C 1.28649 -1.24725 5.04992
H 4.12819 -2.05760 1.64697
H 4.60949 -3.48167 2.64678
H 4.85649 -1.65579 2.95659
H 1.02692 -0.25109 5.35183
H 1.66753 -1.58328 6.04048
H 0.51343 -1.85410 4.76890
N 0.16951 0.31029 1.27385
O 0.45162 1.04168 2.30190
O 0.83600 -0.73723 1.45379
O 0.04637 0.93212 0.19844
C -0.07367 -4.19122 -1.11159
C 1.27879 -3.52357 -0.54547
C 1.72471 -2.21464 -1.35016
O 1.13383 -3.34624 0.74004
H 0.22844 -4.74160 -2.03587
H -0.95093 -3.49663 -1.28458
H -0.47522 -4.91613 -0.40221
H 1.94226 -4.40753 -0.52661
H 1.96318 -2.59632 -2.33277
H 2.60426 -1.96748 -0.68700
H 0.88319 -1.53970 -1.14885
H 1.09496 -2.31856 0.91774
C -1.36097 3.99286 -2.29065
C 0.03737 3.44997 -2.34999
C 0.99994 4.40448 -3.13022
O 2.19927 4.13900 -3.42024
C 0.42470 5.57086 -3.68119
C -0.97601 5.92741 -3.65197
C -1.97912 5.14312 -2.90936
O -3.13746 5.44846 -2.99881
H -1.88582 3.30837 -1.79089
H 0.29798 2.58423 -1.80046
H 1.11693 6.52556 -3.90152
H -1.31955 6.92633 -3.97759
C -4.17230 -0.69136 -3.87742
C -3.00460 -0.00745 -4.66014
C -1.78225 0.33521 -3.99358
O -0.84659 0.98922 -4.48149
C -1.59062 -0.17233 -2.67494
C -2.63029 -0.98377 -1.96053
C -3.91954 -1.36596 -2.64931
O -4.76208 -2.08753 -2.00216
H -5.06484 -0.91240 -4.55693
H -3.36126 0.50682 -5.46729
H -0.71053 0.11811 -1.91578
H -2.55105 -1.33029 -1.08422
C -3.02780 -4.23641 1.08093
C -2.08773 -3.37351 1.75232
C -2.47698 -1.93582 2.09917
O -1.75175 -1.21387 2.80382
C -3.81777 -1.48200 1.71785
C -4.70905 -2.38935 1.04628
C -4.38507 -3.76375 0.65383
O -5.18718 -4.48478 0.16645
H -2.76690 -5.28895 0.85046
H -1.08264 -3.95568 1.91953
H -4.04554 -0.55371 1.80934
H -5.69058 -1.94161 0.71343
*
```

=====

Record 2
Below is one molecule with the formula C4H7N3, with properties calculated with wB97M-V/def2-TZVPD.

As for the gap between HOMO and LUMO: 9.76 eV. The energy above the lowest of the compared OMol25 structures with the same formula, charge and spin is 1.970 eV. The value obtained for the HOMO energy is -8.8916 eV. The LUMO energy is 0.869 eV.

The geometry in ORCA input format:
```
! RIJCOSX wB97M-V def2-TZVPD def2/J DEFGRID3
* xyz 0 1
C -2.08047 0.64684 0.31756
C -0.98064 -0.06014 -0.50584
C 0.44702 0.20306 -0.16360
C 1.49073 -0.48463 -0.74613
N 2.43056 -0.48016 0.22412
N 2.01819 0.14987 1.31852
N 0.79928 0.54883 1.09807
H -3.06101 0.18831 0.14250
H -1.85772 0.57976 1.38348
H -2.21353 1.72313 0.10538
H -0.59466 -1.08626 -0.20689
H -1.21433 -0.09393 -1.57897
H 1.59365 -0.95848 -1.71473
H 3.36310 -0.85897 0.20426
*
```

=====

Record 3
Below is C63H41N9O2Sc as an isolated structure, with properties calculated with wB97M-V/def2-TZVPD.

As for the gap between HOMO and LUMO (alpha / beta): 5.33 / 5.34 eV. The energy above the lowest of the compared OMol25 structures with the same formula, charge and spin is 5.382 eV. The value obtained for the HOMO energy (alpha / beta) is -9.1134 / -9.1130 eV. The LUMO energy (alpha / beta) is -3.781 / -3.777 eV.

The geometry in ORCA input format:
```
! RIJCOSX wB97M-V def2-TZVPD def2/J DEFGRID3
* xyz 1 1
Sc -0.49511 -0.30086 0.22047
C -1.73477 -2.68958 7.65624
C -1.03340 -3.47809 6.75970
C -0.90787 -3.08426 5.43875
C -1.48142 -1.89289 5.01167
C -2.19640 -1.11014 5.91162
C -2.32206 -1.51000 7.22966
C -1.26898 -1.39291 3.63169
C -0.15029 -0.58227 3.44207
C 0.86592 -0.34637 4.42290
C 1.88918 0.26985 3.77277
C 1.46837 0.45695 2.41857
C 2.33549 0.90007 1.37476
C 3.63087 0.20203 1.46869
C 5.31829 2.09772 1.29548
C 6.72477 2.36013 1.76250
C 7.63629 1.43591 2.03154
C 7.32376 -0.00367 1.96913
C 5.94475 -0.34655 1.49534
C 1.83776 1.59619 0.25850
N 0.50703 1.53398 -0.07475
C 0.29478 2.41268 -1.09534
C -0.93784 2.57306 -1.75148
C -1.19396 3.80389 -2.53300
C -2.18195 4.65076 -2.02950
C -2.51092 5.82086 -2.68421
C -1.86583 6.16101 -3.86228
C -0.88426 5.32765 -4.37079
C -0.54358 4.16029 -3.70695
C -2.02506 1.68853 -1.64632
C -3.19279 1.76600 -2.48263
C -3.97752 0.70395 -2.17861
C -3.32362 -0.01678 -1.12167
N -2.12320 0.58754 -0.83721
C -3.84021 -1.13454 -0.45083
C -3.31487 -1.63810 0.75413
C -4.09134 -2.41005 1.68455
C -3.39363 -2.44447 2.84650
C -2.18424 -1.71008 2.62734
N -2.13207 -1.26680 1.32655
C -5.04284 -1.82935 -0.94658
C -4.94554 -3.20526 -1.16274
C -6.03477 -3.93065 -1.60101
C -7.24899 -3.30042 -1.81464
C -7.36110 -1.93982 -1.58223
C -6.26849 -1.20585 -1.15288
C 1.52430 3.08867 -1.39575
C 2.48488 2.54432 -0.60002
N 0.21630 -0.02771 2.24379
H -1.82088 -2.99141 8.68859
H -0.58173 -4.40047 7.09246
H -0.36113 -3.69528 4.73327
H -2.64734 -0.19033 5.56709
H -2.87540 -0.89626 7.92392
H 0.80489 -0.63644 5.45312
H 2.82719 0.59841 4.17338
H 4.61510 2.71422 1.86242
H 6.98898 3.40641 1.81548
H 8.64720 1.70791 2.29353
H 8.13338 -0.65900 1.67689
H 5.81490 -1.26027 0.93191
H -2.68204 4.38356 -1.10988
H -3.27767 6.46032 -2.27287
H -2.13359 7.06977 -4.37967
H -0.38732 5.58727 -5.29349
H 0.21929 3.51509 -4.11558
H -3.37544 2.52115 -3.22284
H -4.90906 0.44015 -2.63883
H -5.06344 -2.81696 1.49003
H -3.67074 -2.88627 3.78373
H -4.00656 -3.70842 -0.97699
H -5.94031 -4.99382 -1.75797
H -8.10388 -3.87408 -2.13976
H -8.31446 -1.45350 -1.71845
H -6.37896 -0.15450 -0.93532
H 1.65927 3.85812 -2.13100
H 3.51798 2.82352 -0.56447
O 0.13882 2.25073 -7.36824
N -0.73243 1.79921 -6.66103
O -1.91882 1.90197 -6.86939
C -0.30114 1.10763 -5.45635
C 0.97989 1.34105 -5.05148
C 1.50636 0.75076 -3.87819
C 2.85944 0.87437 -3.52246
C 3.30026 0.19029 -2.41984
C 2.36896 -0.48758 -1.62659
N 1.07286 -0.55135 -1.88069
C 0.65445 -0.00775 -3.04509
C -0.66478 -0.32923 -3.51314
N -1.33317 -1.24071 -2.78818
C -2.45913 -1.71152 -3.27376
C -3.02836 -1.25737 -4.46782
C -2.39547 -0.27194 -5.18590
C -1.15052 0.20515 -4.73636
H 1.61712 1.98603 -5.64044
H 3.52081 1.45324 -4.14774
H 4.33851 0.18163 -2.13403
H 2.69455 -1.02265 -0.74813
H -2.93784 -2.49721 -2.70466
H -3.95230 -1.68974 -4.81396
H -2.83260 0.11723 -6.09118
N 2.97372 -3.31015 2.35512
C 1.96830 -2.92410 1.55764
N 2.13145 -1.69679 1.14726
C 3.32075 -1.23674 1.70414
C 4.89520 0.66113 1.34141
C 6.31323 -0.53437 2.95611
C 6.18375 -1.91010 3.44614
C 5.05903 -2.60518 3.24443
C 3.87943 -2.27117 2.46905
H 3.09690 -4.21524 2.78154
H 1.14898 -3.55839 1.28039
H 5.27997 2.44713 0.25611
H 5.89987 0.21319 3.62503
H 7.00325 -2.36595 3.98058
H 5.00864 -3.59891 3.67754
*
```

=====

In order of appearance, F_max = 11.82, 3.30, 1.33 eV/A.